(1)
An isolated molecule of C7H9N, computed with wB97M-V/def2-TZVPD.

Computed properties:
relative energy (zero: lowest compared OMol25 entry of this formula, charge and spin): 6.098 eV
total charge: 0
DFT total energy: -8889.059 eV

Last column: natural (NBO) charge in e.
Geometry (Å):
1 C -2.844 -1.263 -0.473  -0.2834
2 C -2.862 0.123 -0.450  -0.4297
3 C -1.530 -1.741 -0.400  -0.1113
4 C -1.589 0.459 -0.108  0.2786
5 C 0.614 -0.650 0.260  -0.2637
6 C 0.930 0.762 0.593  -0.0348
7 C 2.082 1.410 0.022  -0.6662
8 N -0.824 -0.651 0.015  -0.4048
9 H -3.643 -1.883 -1.022  0.2196
10 H -3.730 0.790 -0.413  0.2353
11 H -1.173 -2.796 -0.160  0.2159
12 H 1.235 -0.930 -0.623  0.2008
13 H 0.721 -1.216 1.075  0.2098
14 H 0.515 1.249 1.447  0.1892
15 H 2.902 1.278 0.623  0.2209
16 H 1.900 2.389 -0.155  0.2276
17 H 2.258 0.782 -0.908  0.1963


(2)
An isolated molecule of C7H9N, computed with wB97M-V/def2-TZVPD.

Computed properties:
relative energy (zero: lowest compared OMol25 entry of this formula, charge and spin): 6.114 eV
total charge: 0
DFT total energy: -8889.042 eV

Last column: natural (NBO) charge in e.
Geometry (Å):
1 C -1.113 -0.352 0.281  0.0909
2 C -2.482 0.045 0.071  0.1224
3 C -4.798 -0.087 0.931  0.3459
4 C 1.242 -1.102 0.729  -0.5968
5 C 0.771 1.338 0.490  -0.5930
6 C 0.630 -0.154 -1.574  -0.5775
7 C 0.323 -0.049 -0.034  -0.1652
8 N -3.720 -0.095 0.509  -0.5833
9 H 2.096 -1.221 0.117  0.2093
10 H 1.593 -0.630 1.732  0.2215
11 H 0.693 -2.083 0.696  0.2266
12 H 0.440 1.354 1.604  0.2201
13 H 0.305 2.101 -0.200  0.2235
14 H 1.875 1.373 0.475  0.2127
15 H 1.591 0.474 -1.814  0.2135
16 H -0.252 0.209 -2.224  0.2272
17 H 0.805 -1.122 -1.787  0.2023


(3)
An isolated molecule of C7H9N, computed with wB97M-V/def2-TZVPD.

Computed properties:
relative energy (zero: lowest compared OMol25 entry of this formula, charge and spin): 4.936 eV
total charge: 0
DFT total energy: -8890.221 eV

Last column: natural (NBO) charge in e.
Geometry (Å):
1 C -0.461 -0.583 -1.658  -0.1998
2 C -0.965 0.533 -1.086  -0.2373
3 C 0.299 -1.758 -1.301  -0.1232
4 C -1.350 0.731 0.253  -0.2581
5 C -0.557 1.014 1.237  -0.1513
6 C 0.584 -2.490 1.036  0.0172
7 C 0.906 0.929 0.895  -0.6479
8 N 0.415 -2.254 -0.129  -0.2706
9 H -0.541 -0.663 -2.786  0.1979
10 H -1.566 1.134 -1.744  0.2099
11 H 0.662 -2.236 -2.211  0.2122
12 H -2.390 0.907 0.347  0.2030
13 H -1.009 1.158 2.198  0.2050
14 H 0.067 -3.288 1.607  0.1970
15 H 1.005 1.429 -0.039  0.2148
16 H 1.492 1.340 1.612  0.2087
17 H 1.148 -0.076 0.743  0.2225


(4)
The ion C7H9N2 with charge +1, computed with wB97M-V/def2-TZVPD.

Computed properties:
relative energy (zero: lowest compared OMol25 entry of this formula, charge and spin): 4.231 eV
structure (SMILES): C=C=C(C)/C=C\[N+]#CN
total charge: +1
DFT total energy: -10374.292 eV

Last column: natural (NBO) charge in e.
Geometry (Å):
1 C 0.063 2.101 -0.131  -0.4790
2 C 0.665 1.015 0.223  0.1663
3 C 0.996 -0.106 0.772  -0.1648
4 C 2.037 -0.155 1.837  -0.6331
5 C 0.515 -1.425 0.328  -0.0302
6 C -0.538 -1.718 -0.462  -0.1407
7 N -1.357 -0.899 -1.066  -0.2482
8 C -2.245 -0.560 -1.763  0.7002
9 N -3.039 -0.004 -2.555  -0.7657
10 H -0.856 2.328 0.406  0.2391
11 H 0.356 2.666 -0.967  0.2353
12 H 2.978 -0.681 1.422  0.2446
13 H 1.469 -0.405 2.697  0.2370
14 H 2.342 0.877 1.962  0.2361
15 H 0.989 -2.162 0.922  0.2325
16 H -0.647 -2.793 -0.496  0.2415
17 H -4.059 -0.141 -2.532  0.4709
18 H -2.528 0.416 -3.343  0.4581


(5)
The ion C7H9N2O2 with charge +1, computed with wB97M-V/def2-TZVPD.

Computed properties:
relative energy (zero: lowest compared OMol25 entry of this formula, charge and spin): 5.532 eV
structure (SMILES): [H]/N=[N+](\C)C/C=C\C=C1\OC1=O
total charge: +1
DFT total energy: -14468.493 eV

Last column: natural (NBO) charge in e.
Geometry (Å):
1 H 0.446 3.046 -0.015  0.3801
2 N 0.535 2.192 0.539  -0.0961
3 N -0.232 1.277 0.292  0.0657
4 C -1.241 1.273 -0.729  -0.4809
5 C -0.034 0.062 1.080  -0.2945
6 C 0.000 -1.212 0.272  -0.2482
7 C 1.051 -1.942 -0.113  -0.1228
8 C 2.494 -1.772 0.014  -0.2961
9 C 3.087 -0.596 -0.005  0.1989
10 O 4.322 0.098 -0.019  -0.3749
11 C 3.189 0.802 -0.114  0.7675
12 O 2.728 1.886 -0.225  -0.5147
13 H -2.185 1.633 -0.304  0.2646
14 H -0.967 1.942 -1.547  0.2535
15 H -1.403 0.269 -1.114  0.2607
16 H -0.873 -0.001 1.782  0.2545
17 H 0.888 0.201 1.649  0.2589
18 H -0.975 -1.625 0.049  0.2244
19 H 0.812 -2.873 -0.614  0.2383
20 H 3.074 -2.684 0.036  0.2611


(6)
An isolated molecule of C7H9N2OP, computed with wB97M-V/def2-TZVPD.

Computed properties:
relative energy (zero: lowest compared OMol25 entry of this formula, charge and spin): 0.236 eV
structure (SMILES): NP(N)C(=O)c1ccccc1
total charge: 0
DFT total energy: -21720.636 eV

Last column: natural (NBO) charge in e.
Geometry (Å):
1 N 2.019 -0.857 1.071  -1.0859
2 P 2.208 -0.456 -0.634  1.0024
3 N 3.533 0.632 -0.792  -1.1183
4 C 1.105 0.958 -0.215  0.2705
5 O 1.553 2.052 0.231  -0.5714
6 C -0.307 0.599 -0.387  -0.1943
7 C -1.245 1.468 0.163  -0.1559
8 C -2.618 1.186 0.126  -0.2035
9 C -3.035 0.053 -0.568  -0.1754
10 C -2.092 -0.753 -1.094  -0.2252
11 C -0.751 -0.539 -1.005  -0.1706
12 H 1.695 -0.006 1.440  0.3695
13 H 1.335 -1.554 1.115  0.3747
14 H 3.695 1.070 0.105  0.3924
15 H 4.403 0.036 -1.083  0.3824
16 H -0.847 2.437 0.412  0.2358
17 H -3.284 1.722 0.776  0.2178
18 H -4.118 -0.152 -0.686  0.2201
19 H -2.511 -1.618 -1.510  0.2129
20 H -0.051 -1.279 -1.301  0.2220


(7)
An isolated molecule of C7H9N3O3S, computed with wB97M-V/def2-TZVPD.

Computed properties:
relative energy (zero: lowest compared OMol25 entry of this formula, charge and spin): 6.187 eV
total charge: 0
DFT total energy: -28845.900 eV

Last column: natural (NBO) charge in e.
Geometry (Å):
1 C 0.441 -1.153 1.477  0.0491
2 C -0.606 -0.197 1.185  -0.1825
3 C -0.485 1.117 1.154  0.1372
4 C -1.346 2.144 0.501  0.5595
5 C -1.963 -0.786 0.797  -0.4156
6 C -2.514 0.039 -0.358  -0.2010
7 C 3.778 0.482 -0.340  -0.8100
8 N 1.647 -0.815 1.681  -0.1335
9 N 2.116 0.340 1.559  -0.4046
10 N -2.333 1.505 -0.204  -0.6214
11 O -1.248 3.348 0.607  -0.5619
12 O 1.117 0.233 -0.809  -0.9590
13 O 1.984 2.421 -0.084  -0.8908
14 S 2.029 1.025 0.013  2.2128
15 H 0.396 -2.254 1.624  0.2245
16 H -1.976 -1.771 0.563  0.2246
17 H -2.571 -0.837 1.610  0.2179
18 H -1.893 -0.166 -1.197  0.2090
19 H -3.666 -0.278 -0.489  0.2191
20 H 4.321 0.653 0.583  0.2399
21 H 3.640 -0.498 -0.556  0.2311
22 H 4.134 1.220 -0.949  0.2384
23 H -2.798 2.233 -0.712  0.4170


(8)
An isolated molecule of C7H9N3S, computed with wB97M-V/def2-TZVPD.

Computed properties:
relative energy (zero: lowest compared OMol25 entry of this formula, charge and spin): 4.121 eV
structure (SMILES): Cn1cc2[nH]cccc-2s[nH]1
total charge: 0
DFT total energy: -22706.997 eV

Last column: natural (NBO) charge in e.
Geometry (Å):
1 C 2.971 -0.892 -0.655  -0.4320
2 N 2.008 -0.422 0.444  -0.2823
3 C 0.774 -0.981 0.235  -0.1620
4 C -0.436 -0.357 0.157  0.1027
5 N -1.656 -1.047 0.221  -0.5528
6 C -2.859 -0.428 0.243  0.0314
7 C -2.965 0.867 -0.096  -0.3330
8 C -1.798 1.720 -0.236  -0.2081
9 C -0.549 1.131 -0.122  -0.2390
10 S 0.903 2.069 -0.145  0.4490
11 N 2.124 1.121 0.575  -0.6047
12 H 3.884 -0.208 -0.782  0.2244
13 H 3.362 -1.895 -0.401  0.2009
14 H 2.327 -0.987 -1.566  0.1911
15 H 0.733 -2.036 0.440  0.1890
16 H -1.530 -2.079 0.373  0.4071
17 H -3.763 -0.965 0.508  0.2163
18 H -3.852 1.397 -0.221  0.2186
19 H -1.744 2.747 -0.533  0.2187
20 H 2.066 1.244 1.560  0.3647


(9)
A cluster of 2 separate species, C7H9N4O2 in total, computed with wB97M-V/def2-TZVPD.

Computed properties:
relative energy (zero: lowest compared OMol25 entry of this formula, charge and spin): 2.546 eV
2S+1: 3
total charge: +1
DFT total energy: -17446.124 eV

Last column: Löwdin spin population.
Geometry (Å):
1 C 0.223 1.701 0.011  0.2027
2 C -0.951 0.974 -0.099  0.3502
3 C -0.402 -0.370 -0.045  0.0798
4 C -1.100 -1.577 0.111  0.4396
5 C 3.887 0.565 -0.093  -0.0014
6 C -2.310 1.441 -0.247  0.0371
7 C -0.489 -2.929 0.289  0.0674
8 N -3.361 0.762 -0.483  0.2743
9 N 3.102 1.515 0.076  -0.0158
10 N 0.940 -0.422 0.018  0.3708
11 N 1.276 0.852 0.089  0.1519
12 O 3.761 -0.678 -0.391  0.0000
13 O -2.291 2.743 0.087  -0.0238
14 H 0.439 2.727 0.296  0.0036
15 H -2.186 -1.591 -0.053  0.0185
16 H 4.980 0.846 -0.031  -0.0016
17 H 0.648 -2.847 0.618  0.0017
18 H -0.524 -3.411 -0.639  0.0251
19 H -1.110 -3.758 0.785  0.0119
20 H -4.155 1.306 -0.194  0.0083
21 H 2.823 -0.998 -0.319  -0.0003
22 H -3.200 3.148 0.213  0.0000


(10)
An isolated molecule of C7H9N5, computed with wB97M-V/def2-TZVPD.

Computed properties:
relative energy (zero: lowest compared OMol25 entry of this formula, charge and spin): 1.933 eV
structure (SMILES): Cc1c/c(=N/N)n2nccc2[nH]1
total charge: 0
DFT total energy: -14853.579 eV

Last column: natural (NBO) charge in e.
Geometry (Å):
1 C -3.233 -0.514 0.064  -0.6338
2 C -1.751 -0.304 0.027  0.2050
3 C -0.862 -1.321 -0.003  -0.3057
4 C 0.590 -1.149 0.034  0.3018
5 N 1.417 -2.162 -0.062  -0.2576
6 N 2.764 -2.008 0.071  -0.6678
7 N 0.914 0.246 0.031  -0.2100
8 N 2.187 0.712 0.081  -0.3154
9 C 2.136 2.022 0.020  -0.0175
10 C 0.840 2.495 0.003  -0.4086
11 C 0.060 1.318 0.022  0.3575
12 N -1.284 1.029 -0.035  -0.5888
13 H -3.412 -1.612 0.002  0.2339
14 H -3.580 -0.212 0.989  0.2211
15 H -3.774 0.048 -0.758  0.2186
16 H -1.221 -2.318 -0.160  0.2320
17 H 3.142 -2.959 0.054  0.3739
18 H 3.276 -1.164 -0.238  0.4052
19 H 3.115 2.510 -0.006  0.2161
20 H 0.553 3.491 -0.071  0.2280
21 H -1.879 1.852 -0.066  0.4120


(11)
An isolated molecule of C7H9N5, computed with wB97M-V/def2-TZVPD.

Computed properties:
relative energy (zero: lowest compared OMol25 entry of this formula, charge and spin): 4.036 eV
structure (SMILES): CC(C)c1nnn2ccnnc12
total charge: 0
DFT total energy: -14851.476 eV

Last column: natural (NBO) charge in e.
Geometry (Å):
1 C 2.632 -0.243 -1.098  -0.6021
2 C 1.641 0.438 -0.191  -0.2263
3 C 2.084 0.494 1.236  -0.5996
4 C 0.315 -0.327 -0.267  0.1080
5 N 0.147 -1.601 -0.414  -0.2201
6 N -1.085 -1.982 -0.274  -0.0784
7 N -1.784 -0.900 -0.112  -0.1284
8 C -3.118 -0.769 0.156  0.0031
9 C -3.555 0.563 0.089  -0.0420
10 N -2.763 1.567 0.025  -0.2110
11 N -1.452 1.434 0.079  -0.1797
12 C -0.901 0.272 -0.052  0.2312
13 H 2.733 -1.278 -0.991  0.2202
14 H 3.585 0.071 -0.825  0.2075
15 H 2.222 -0.118 -2.021  0.2135
16 H 1.417 1.454 -0.532  0.2163
17 H 3.056 0.234 1.328  0.2076
18 H 1.426 -0.015 1.868  0.2129
19 H 1.958 1.495 1.621  0.2133
20 H -3.894 -1.496 0.281  0.2407
21 H -4.664 0.708 0.092  0.2132


(12)
An isolated molecule of C7H9N5, computed with wB97M-V/def2-TZVPD.

Computed properties:
relative energy (zero: lowest compared OMol25 entry of this formula, charge and spin): 0.624 eV
structure (SMILES): CCNc1nc[nH]c2nncc1-2
total charge: 0
DFT total energy: -14854.888 eV

Last column: natural (NBO) charge in e.
Geometry (Å):
1 C 2.653 0.587 0.766  -0.6259
2 C 2.118 0.029 -0.542  -0.2194
3 N 1.167 -1.015 -0.364  -0.5602
4 C -0.181 -0.841 -0.227  0.4826
5 N -0.892 -1.985 -0.033  -0.5321
6 C -2.188 -1.909 0.123  0.3159
7 N -2.916 -0.773 0.096  -0.5232
8 C -2.214 0.430 0.005  0.3159
9 N -2.706 1.635 0.035  -0.3391
10 N -1.633 2.479 -0.115  -0.2445
11 C -0.525 1.797 -0.287  -0.0632
12 C -0.811 0.397 -0.206  -0.3227
13 H 3.413 1.396 0.651  0.2219
14 H 1.778 0.991 1.290  0.2217
15 H 3.133 -0.221 1.366  0.2125
16 H 1.642 0.735 -1.183  0.2088
17 H 2.923 -0.456 -1.171  0.1990
18 H 1.480 -1.992 -0.359  0.4106
19 H -2.708 -2.854 0.278  0.1982
20 H -3.927 -0.798 0.344  0.4360
21 H 0.394 2.366 -0.467  0.2072


What did the twelfth record say?
An isolated molecule of C7H9N5, computed with wB97M-V/def2-TZVPD.

Computed properties:
relative energy (zero: lowest compared OMol25 entry of this formula, charge and spin): 0.624 eV
structure (SMILES): CCNc1nc[nH]c2nncc1-2
total charge: 0
DFT total energy: -14854.888 eV

Last column: natural (NBO) charge in e.
Geometry (Å):
1 C 2.653 0.587 0.766  -0.6259
2 C 2.118 0.029 -0.542  -0.2194
3 N 1.167 -1.015 -0.364  -0.5602
4 C -0.181 -0.841 -0.227  0.4826
5 N -0.892 -1.985 -0.033  -0.5321
6 C -2.188 -1.909 0.123  0.3159
7 N -2.916 -0.773 0.096  -0.5232
8 C -2.214 0.430 0.005  0.3159
9 N -2.706 1.635 0.035  -0.3391
10 N -1.633 2.479 -0.115  -0.2445
11 C -0.525 1.797 -0.287  -0.0632
12 C -0.811 0.397 -0.206  -0.3227
13 H 3.413 1.396 0.651  0.2219
14 H 1.778 0.991 1.290  0.2217
15 H 3.133 -0.221 1.366  0.2125
16 H 1.642 0.735 -1.183  0.2088
17 H 2.923 -0.456 -1.171  0.1990
18 H 1.480 -1.992 -0.359  0.4106
19 H -2.708 -2.854 0.278  0.1982
20 H -3.927 -0.798 0.344  0.4360
21 H 0.394 2.366 -0.467  0.2072